9
Properties=species:S:1:pos:R:3:mulliken_charge:R:1 method="wB97M-V/def2-TZVPD" e_above_lowest_ev=0.337 e_homo_ev=-10.1 smiles="C=[N+]([O-])Br.O=C=O" homo_lumo_gap_ev=8.628 e_tot_ha=-2931.810337
Br -1.79 0.66 2.63 -0.081
O 0.32 -1.01 1.88 -0.497
O 0.56 2.68 -1.14 -0.323
O -0.57 1.70 -2.86 -0.338
N -0.54 -0.36 1.26 0.266
C 0.02 2.30 -2.08 0.674
C -0.69 -0.06 0.00 -0.235
H -1.53 0.58 -0.30 0.227
H -0.05 -0.55 -0.77 0.306



8
Properties=species:S:1:pos:R:3:mulliken_charge:R:1 method="wB97M-V/def2-TZVPD" charge=-1 e_above_lowest_ev=1.644 e_homo_ev=-4.9 homo_lumo_gap_ev=8.186 e_tot_ha=-3200.120173
Br -2.01 0.45 -1.13 -0.110
S 1.39 1.33 -1.18 -0.364
O 0.66 0.13 1.67 -0.700
O -1.05 -1.29 1.22 -0.665
C -0.20 -0.39 0.97 0.643
C -0.33 -0.10 -0.53 -0.296
H 0.00 -1.01 -1.09 0.300
H 1.55 0.88 0.07 0.192



9
Properties=species:S:1:pos:R:3:mulliken_charge:R:1 method="wB97M-V/def2-TZVPD" charge=-1 e_above_lowest_ev=0.634 e_homo_ev="-4.3 / -4.3" homo_lumo_gap_ev="6.864 / 6.863" e_tot_ha=-3598.349536
Br -3.17 0.11 -0.13 -0.465
S -0.54 1.97 -0.61 -0.258
S 2.10 1.29 0.82 -0.542
O -0.58 -1.06 -0.74 -0.635
O 1.25 -1.27 0.41 -0.462
C 0.34 -0.52 -0.08 0.466
C 0.57 0.88 0.05 0.224
H 2.06 -0.56 0.74 0.323
H -2.04 -0.84 -0.46 0.349



7
Properties=species:S:1:pos:R:3:mulliken_charge:R:1 method="wB97M-V/def2-TZVPD" e_above_lowest_ev=5.626 e_homo_ev="-7.7 / -8.4" homo_lumo_gap_ev="6.332 / 6.909" e_tot_ha=-395.278222
Cd 0.29 0.98 -0.66 0.827
O 1.51 0.12 0.50 -0.497
O 0.81 -0.97 -0.24 -0.476
C -1.55 -0.64 -0.07 -0.096
C -1.99 0.44 -0.51 -0.502
H -2.67 1.25 -0.26 0.410
H -1.46 -1.24 0.84 0.333



6
Properties=species:S:1:pos:R:3:mulliken_charge:R:1 method="wB97M-V/def2-TZVPD" e_above_lowest_ev=5.544 e_homo_ev="-9.6 / -8.2" homo_lumo_gap_ev="8.855 / 6.881" e_tot_ha=-997.562036
Cl 0.53 1.80 1.07 -0.076
Cl -1.96 0.74 0.58 -0.060
C -0.40 0.75 0.22 0.140
C 0.40 -1.16 -0.26 -0.489
H 0.05 -1.35 -1.28 0.257
H 1.39 -0.79 -0.32 0.228



8
Properties=species:S:1:pos:R:3:mulliken_charge:R:1 method="wB97M-V/def2-TZVPD" e_above_lowest_ev=0.359 e_homo_ev=-11.3 smiles=FC(F)(Cl)CCl homo_lumo_gap_ev=11.970 e_tot_ha=-1197.508567
Cl -1.23 1.25 0.08 -0.106
Cl 2.08 0.25 0.09 -0.127
F -0.45 -1.08 1.26 -0.220
F -1.41 -1.14 -0.72 -0.212
C 0.75 -0.33 -0.84 -0.465
C -0.58 -0.35 0.02 0.503
H 0.82 -1.43 -0.92 0.252
H 0.46 0.02 -1.82 0.375



8
Properties=species:S:1:pos:R:3:mulliken_charge:R:1 method="wB97M-V/def2-TZVPD" e_above_lowest_ev=3.103 e_homo_ev=-9.0 smiles=ClNC#CNCl homo_lumo_gap_ev=7.762 e_tot_ha=-1107.124012
Cl -3.02 -1.46 0.29 -0.204
Cl 2.84 -1.64 -0.18 -0.201
N -1.76 -0.25 -0.59 -0.310
N 1.68 -0.27 0.57 -0.297
C 0.46 -0.12 0.42 0.038
C -0.55 -0.23 -0.35 0.279
H 2.25 -0.14 1.33 0.342
H -2.20 -0.13 -1.50 0.352



8
Properties=species:S:1:pos:R:3:mulliken_charge:R:1 method="wB97M-V/def2-TZVPD" charge=+2 e_above_lowest_ev=6.098 e_homo_ev="-20.5 / -20.7" homo_lumo_gap_ev="6.135 / 7.914" e_tot_ha=-1106.275545
Cl -3.82 -0.09 -0.39 0.343
Cl 2.72 -0.10 -0.37 0.204
N 0.37 0.75 0.75 -0.156
N -0.07 -0.64 -0.61 -0.020
C 1.12 0.04 -0.10 0.505
C -0.73 -0.06 0.34 0.468
H 0.59 1.56 1.47 0.370
H -0.19 -1.46 -1.11 0.287



9
Properties=species:S:1:pos:R:3:mulliken_charge:R:1 method="wB97M-V/def2-TZVPD" e_above_lowest_ev=2.528 e_homo_ev=-8.3 smiles="ClC1=CSNN1Cl" homo_lumo_gap_ev=8.172 e_tot_ha=-1505.349689
Cl 0.82 -2.19 -1.07 -0.116
Cl 1.37 -0.72 1.73 -0.193
S -0.59 1.73 -0.40 -0.025
N -0.81 0.53 1.05 -0.286
N -0.30 -0.68 0.94 -0.107
C 0.05 -0.77 -0.67 0.181
C -0.03 0.45 -1.24 -0.115
H -0.59 0.91 1.94 0.308
H 0.08 0.75 -2.27 0.354



9
Properties=species:S:1:pos:R:3:mulliken_charge:R:1 method="wB97M-V/def2-TZVPD" e_above_lowest_ev=3.445 e_homo_ev="-10.1 / -10.1" homo_lumo_gap_ev="8.116 / 8.122" e_tot_ha=-1546.327267
Cl 0.42 0.56 2.37 -0.087
Cl -0.26 -1.31 -1.90 -0.227
S -1.38 -0.82 -0.09 0.806
O -2.53 -0.03 -0.44 -0.414
O -1.46 -2.00 0.75 -0.429
C 1.33 1.05 -0.14 -0.315
C 0.55 0.51 0.74 0.219
H 2.38 1.33 -0.16 0.306
H 0.96 0.71 -1.14 0.141